i:
ORCA calculation (wB97M-V/def2-TZVPD) on a 4-piece molecular cluster, C3H15NO3 overall.

Structure (XYZ):
```
22
Properties=species:S:1:pos:R:3:nbo_charge:R:1
C -1.13 0.95 -0.40 -0.4276
N -1.04 -0.51 -0.51 -0.4724
C -2.39 -1.03 -0.72 -0.4124
C -0.02 -0.92 -1.45 -0.4329
H -1.49 1.16 0.61 0.1963
H -1.72 1.42 -1.19 0.1775
H -0.12 1.36 -0.42 0.2244
H -2.44 -2.09 -0.42 0.1950
H -3.05 -0.50 -0.05 0.1998
H -2.78 -0.94 -1.75 0.1745
H -0.01 -2.02 -1.52 0.1975
H 0.94 -0.50 -1.14 0.2244
H -0.10 -0.53 -2.48 0.1722
O 2.49 1.65 -0.63 -0.9842
H 3.39 1.99 -0.71 0.4642
H 2.43 1.48 0.34 0.4972
O 0.48 -1.01 1.96 -0.9845
H -0.28 -1.18 2.52 0.4803
H 0.15 -1.14 1.05 0.5060
O 2.49 0.91 2.01 -0.9855
H 1.89 0.13 1.99 0.5117
H 2.33 1.31 2.88 0.4783
```

Properties
HOMO = -8.9 eV
Frontier orbital gap = 9.6 eV
Total charge = 0
Structure (SMILES) = CN(C)C.O.O.O


ii:
ORCA calculation (wB97M-V/def2-TZVPD) on a 4-piece molecular cluster, C3H15NO3 overall.

Structure (XYZ):
```
22
Properties=species:S:1:pos:R:3:nbo_charge:R:1
C -2.04 -0.70 0.38 -0.6036
C -0.50 -0.65 0.44 -0.4105
C 0.05 0.73 0.64 -0.2252
N 1.50 0.80 0.93 -0.8179
H -2.39 -0.39 -0.60 0.2068
H -2.46 -0.09 1.20 0.1999
H -2.37 -1.70 0.63 0.2076
H -0.30 -1.00 1.48 0.1794
H -0.04 -1.32 -0.28 0.2083
H -0.44 1.20 1.50 0.1794
H -0.17 1.52 -0.09 0.1961
H 2.06 0.35 0.21 0.3468
H 1.65 0.18 1.72 0.3319
O 1.30 -0.74 -3.52 -0.9470
H 1.32 -1.66 -3.23 0.4752
H 2.08 -0.51 -3.98 0.4723
O 2.36 -4.00 1.68 -0.9389
H 3.27 -3.84 1.47 0.4688
H 2.17 -3.51 2.48 0.4703
O -2.14 4.93 -1.36 -0.9191
H -3.05 4.86 -1.08 0.4589
H -1.89 5.54 -0.64 0.4603
```

Properties
HOMO = -9.3 eV
Frontier orbital gap = 9.9 eV
Total charge = 0
Structure (SMILES) = CCCN.O.O.O


Q: Which of them is the most stable? A: i.


i:
ORCA calculation (wB97M-V/def2-TZVPD) on an isolated ion of composition C10H19N2 and charge +1.

Structure (XYZ):
```
31
Properties=species:S:1:pos:R:3:nbo_charge:R:1
C -2.58 0.96 1.23 -0.6627
C -1.45 0.21 0.60 0.5713
N -1.55 -0.20 -0.65 -0.5755
C -0.24 -0.66 -1.15 0.1801
C -0.17 -2.20 -1.38 -0.6306
C 0.31 0.23 -2.24 -0.4325
C 0.96 1.46 -1.45 -0.3625
C 1.67 0.94 -0.20 -0.4781
C 0.82 -0.28 0.19 0.1880
C 1.63 -1.39 0.77 -0.6722
N -0.26 0.27 1.11 -0.3575
C 0.05 0.73 2.47 -0.4126
H -3.26 1.12 0.50 0.2394
H -2.25 1.86 1.65 0.2482
H -3.00 0.43 2.20 0.2646
H -2.26 -0.11 -1.37 0.4475
H 0.71 -2.34 -1.96 0.2333
H -0.87 -2.48 -2.11 0.2290
H -0.33 -2.64 -0.42 0.2253
H -0.56 0.76 -2.80 0.2223
H 1.06 -0.14 -2.81 0.2248
H -0.01 2.08 -1.12 0.1803
H 1.46 1.95 -2.23 0.2346
H 2.72 0.57 -0.43 0.2324
H 1.76 1.85 0.42 0.2536
H 1.14 -2.33 1.13 0.2387
H 2.04 -1.17 1.69 0.2341
H 2.37 -1.78 -0.04 0.2532
H -0.54 0.11 3.19 0.2221
H 1.09 0.61 2.50 0.2358
H -0.45 1.59 2.72 0.2253
```

Properties
HOMO = -13.6 eV
Frontier orbital gap = 11.0 eV
Total charge = +1
Structure (SMILES) = CC1=[NH+][C@@]2(C)CCC[C@@]2(C)N1C


ii:
ORCA calculation (wB97M-V/def2-TZVPD) on an isolated ion of composition C10H19N2 and charge +1.

Structure (XYZ):
```
31
Properties=species:S:1:pos:R:3:nbo_charge:R:1
C -0.92 -1.69 -0.53 0.4882
C -1.46 -0.41 -0.96 -0.4829
C 0.23 0.83 0.33 -0.0549
C 1.37 0.48 -0.64 -0.3042
C -1.17 0.73 0.09 -0.0949
C 1.48 -1.01 -0.21 0.2597
C 2.54 1.41 -0.69 -0.6027
C -1.72 2.07 -0.67 -0.5795
C -1.91 0.57 1.43 -0.6016
C 2.60 -1.44 0.73 -0.6848
N 0.39 -1.83 -0.21 -0.5135
N -1.74 -2.77 -0.25 -0.7524
H -0.87 -0.06 -1.85 0.2602
H -2.57 -0.52 -1.09 0.2571
H 0.49 1.06 1.37 0.2019
H 0.85 0.63 -1.56 0.2166
H 3.12 1.12 -1.54 0.2264
H 3.26 1.37 0.09 0.2184
H 2.24 2.40 -0.74 0.2367
H -1.31 2.88 -0.18 0.2221
H -2.78 2.01 -0.60 0.2182
H -1.49 2.20 -1.74 0.2183
H -1.68 1.48 2.04 0.2385
H -1.43 -0.35 1.84 0.2035
H -2.95 0.39 1.32 0.2242
H 2.33 -1.35 1.80 0.2399
H 3.50 -0.73 0.50 0.2624
H 2.76 -2.57 0.59 0.2325
H 0.70 -2.68 0.31 0.4225
H -2.53 -2.89 -0.79 0.4138
H -1.26 -3.66 0.11 0.4103
```

Properties
HOMO (spin up / spin down) = -11.2 / -10.9 eV
Frontier orbital gap (spin up / spin down) = 7.3 / 7.6 eV
Total charge = +1


Q: Which of them is the most stable? A: i.


i:
ORCA calculation (wB97M-V/def2-TZVPD) on C6H6N2O in the gas phase.

Structure (XYZ):
```
15
Properties=species:S:1:pos:R:3:nbo_charge:R:1
H -1.50 1.61 -0.35 0.3462
N -0.56 2.02 -0.23 -0.5968
C 0.24 1.07 -0.06 0.3986
C 1.67 1.25 0.10 -0.2020
C 2.31 0.12 0.12 -0.2496
C 1.27 -1.00 -0.05 0.6697
O 1.45 -2.19 -0.06 -0.5504
N 0.05 -0.32 -0.07 -0.4954
C -1.16 -1.06 -0.16 0.0020
C -2.36 -0.63 0.24 -0.4518
H 2.02 2.27 0.15 0.2381
H 3.36 -0.11 0.12 0.2377
H -1.05 -2.02 -0.67 0.2277
H -2.52 0.28 0.83 0.2054
H -3.21 -1.29 0.07 0.2205
```

Properties
HOMO = -9.5 eV
Frontier orbital gap = 9.3 eV
Total charge = 0
Structure (SMILES) = [H]/N=C1/C=CC(=O)N1C=C


ii:
ORCA calculation (wB97M-V/def2-TZVPD) on C6H6N2O in the gas phase.

Structure (XYZ):
```
15
Properties=species:S:1:pos:R:3:nbo_charge:R:1
C 2.59 1.04 0.06 -0.7288
C 1.65 -0.22 -0.01 0.5748
O 2.03 -1.32 -0.15 -0.5128
C 0.18 -0.04 0.17 0.0120
C -0.63 -1.20 0.03 0.0472
N -1.97 -1.10 0.07 -0.3955
C -2.48 0.11 -0.02 0.0234
C -1.68 1.30 -0.12 -0.0046
N -0.37 1.18 0.06 -0.3738
H 1.87 1.88 -0.06 0.2434
H 3.31 1.03 -0.79 0.2359
H 3.15 1.04 1.00 0.2399
H -0.39 -2.30 -0.03 0.2364
H -3.58 0.19 -0.03 0.1979
H -2.13 2.24 -0.38 0.2047
```

Properties
HOMO = -9.5 eV
Frontier orbital gap = 9.3 eV
Total charge = 0
Structure (SMILES) = CC(=O)c1cnccn1


iii:
ORCA calculation (wB97M-V/def2-TZVPD) on C6H6N2O in the gas phase.

Structure (XYZ):
```
15
Properties=species:S:1:pos:R:3:nbo_charge:R:1
H 0.95 2.17 0.17 0.3917
N -0.08 2.18 0.05 -0.6560
C -0.73 1.10 0.23 0.3844
C -1.96 0.43 -0.29 -0.2542
C -1.78 -0.87 -0.23 -0.1548
C -0.40 -1.39 0.36 -0.0790
C 0.95 -1.61 -0.25 -0.5275
C 1.37 -0.23 0.04 0.6905
O 2.16 0.57 -0.40 -0.5514
N 0.13 0.06 0.64 -0.4509
H -2.78 0.98 -0.97 0.2652
H -2.29 -1.76 -0.68 0.2242
H -0.79 -1.99 1.28 0.2104
H 0.87 -2.17 -1.16 0.2587
H 1.66 -2.07 0.54 0.2490
```

Properties
HOMO = -9.1 eV
Frontier orbital gap = 9.5 eV
Total charge = 0
Structure (SMILES) = [H]/N=C1/C=C[C@H]2CC(=O)N12


Q: Which of them is the most stable? A: i.


i:
ORCA calculation (wB97M-V/def2-TZVPD) on C3H2O3 in the gas phase.

Structure (XYZ):
```
8
Properties=species:S:1:pos:R:3:nbo_charge:R:1
O -2.55 0.92 0.17 -0.4833
C -1.48 0.69 0.68 0.2744
C -0.55 -0.31 0.10 0.2377
O 0.54 0.28 -0.29 -0.4947
C 1.52 -0.68 -0.69 0.6551
O 2.66 -0.52 -0.42 -0.4663
H -1.17 1.15 1.65 0.1245
H 1.04 -1.52 -1.20 0.1526
```

Properties
HOMO = -9.7 eV
Frontier orbital gap = 8.9 eV
Total charge = 0


ii:
ORCA calculation (wB97M-V/def2-TZVPD) on C3H2O3 in the gas phase.

Structure (XYZ):
```
8
Properties=species:S:1:pos:R:3:nbo_charge:R:1
O 1.27 1.68 0.44 -0.4585
C 1.18 0.49 0.28 0.3547
C 0.05 -0.09 -0.58 0.3834
O 0.17 -0.27 -1.76 -0.4427
C -1.25 -0.44 0.15 0.3380
O -1.32 -0.36 1.35 -0.4526
H 1.90 -0.23 0.71 0.1354
H -2.07 -0.78 -0.51 0.1422
```

Properties
HOMO = -10.1 eV
Frontier orbital gap = 8.9 eV
Total charge = 0
Structure (SMILES) = O=CC(=O)C=O


iii:
ORCA calculation (wB97M-V/def2-TZVPD) on C3H2O3 in the gas phase.

Structure (XYZ):
```
8
Properties=species:S:1:pos:R:3:nbo_charge:R:1
O -0.66 -1.40 -1.45 -0.4957
C -0.86 -0.39 -0.83 0.3557
C 0.19 0.48 -0.30 0.2797
O 1.65 0.21 -0.15 -0.4095
C 0.85 0.18 0.95 0.3429
O 0.18 1.42 0.77 -0.4340
H -1.93 0.10 -0.63 0.1408
H 0.58 -0.60 1.64 0.2201
```

Properties
HOMO = -10.0 eV
Frontier orbital gap = 10.1 eV
Total charge = 0
Structure (SMILES) = O=C[C@]12O[C@@H]1O2


iv:
ORCA calculation (wB97M-V/def2-TZVPD) on C3H2O3 as an isolated structure.

Structure (XYZ):
```
8
Properties=species:S:1:pos:R:3:nbo_charge:R:1
C 0.63 0.84 -0.77 -0.0508
C 0.07 0.17 0.26 0.2177
C 0.67 1.80 1.15 0.7690
O 0.72 2.41 2.14 -0.5117
O 1.07 2.12 -0.18 -0.5343
O -0.67 -0.76 0.70 -0.6268
H 0.67 0.78 -1.84 0.2244
H -0.39 -0.82 1.64 0.5125
```

Properties
HOMO = -9.1 eV
Frontier orbital gap = 9.5 eV
Total charge = 0


Q: Which of them is the most stable? A: ii.